C100H112B6ClF36N16O12S4 | ωB97M-V/def2-TZVPD

The value obtained for the max |F| is 4.647 eV/A. Its LUMO energy is -10.059 eV. For the HOMO-LUMO gap, the calculation gives 3.55 eV. As for the HOMO energy: -0.500 Ha.

```
! wB97M-V def2-TZVPD RIJCOSX def2/J DEFGRID3
* xyz 5 1
C 28.183 13.626 30.252
N 28.418 12.893 28.961
C 28.010 11.569 28.880
C 28.058 10.931 27.644
C 28.627 11.613 26.545
C 29.064 12.902 26.641
C 28.936 13.563 27.863
C 28.749 10.931 25.254
C 29.255 9.660 25.200
C 29.402 9.041 23.974
N 29.282 9.705 22.804
C 28.846 10.931 22.751
C 28.535 11.614 23.950
C 29.896 9.079 21.555
H 28.382 12.878 31.019
H 27.144 13.955 30.237
H 28.840 14.491 30.170
H 27.494 11.122 29.717
H 27.745 9.899 27.600
H 29.506 13.398 25.789
H 29.237 14.595 27.969
H 29.448 9.128 26.119
H 29.676 8.000 23.885
H 28.758 11.347 21.758
H 28.278 12.656 23.836
H 30.843 8.600 21.805
H 30.111 9.945 20.930
H 29.242 8.401 21.007
C 27.592 20.771 21.537
N 28.758 20.586 20.658
C 29.462 21.680 20.415
C 30.663 21.510 19.675
C 31.133 20.201 19.399
C 30.330 19.114 19.748
C 29.100 19.305 20.301
C 32.402 20.045 18.627
C 33.435 19.155 19.030
C 34.528 18.982 18.227
N 34.573 19.620 17.043
C 33.641 20.448 16.603
C 32.522 20.698 17.424
C 35.820 19.415 16.224
H 27.732 20.454 22.570
H 26.765 20.205 21.109
H 27.336 21.830 21.574
H 29.176 22.708 20.579
H 31.163 22.398 19.319
H 30.710 18.127 19.526
H 28.345 18.587 20.584
H 33.318 18.491 19.873
H 35.324 18.268 18.376
H 33.795 20.931 15.650
H 31.785 21.390 17.042
H 36.147 18.381 16.334
H 36.621 20.046 16.609
H 35.732 19.675 15.169
C 15.786 17.320 21.844
N 16.981 16.564 21.462
C 17.722 15.940 22.373
C 18.934 15.313 22.042
C 19.352 15.322 20.748
C 18.466 15.844 19.791
C 17.326 16.556 20.196
C 20.831 14.926 20.399
C 21.626 15.823 19.700
C 22.849 15.431 19.188
N 23.292 14.191 19.443
C 22.629 13.307 20.235
C 21.388 13.692 20.746
C 24.605 13.741 18.792
H 15.443 16.907 22.793
H 14.982 17.278 21.110
H 16.037 18.380 21.888
H 17.420 16.225 23.370
H 19.623 15.050 22.830
H 18.751 15.755 18.753
H 16.708 17.118 19.512
H 21.206 16.795 19.486
H 23.492 16.113 18.653
H 23.104 12.371 20.491
H 20.750 12.954 21.210
H 24.522 13.375 17.769
H 25.191 13.060 19.410
H 25.228 14.620 18.624
C 32.527 12.232 27.444
N 33.873 11.956 26.844
C 34.101 10.818 26.077
C 35.329 10.665 25.467
C 36.416 11.486 25.709
C 36.136 12.599 26.516
C 34.857 12.856 27.037
C 37.695 11.341 24.972
C 38.384 12.415 24.441
C 39.539 12.160 23.691
N 39.985 10.867 23.516
C 39.339 9.819 24.029
C 38.209 10.064 24.776
C 40.996 10.603 22.451
H 31.870 11.527 26.933
H 32.227 13.250 27.195
H 32.804 12.001 28.472
H 33.351 10.076 25.844
H 35.387 9.842 24.770
H 36.947 13.296 26.672
H 34.629 13.794 27.521
H 37.993 13.420 24.491
H 40.020 12.917 23.089
H 39.678 8.855 23.680
H 37.569 9.248 25.079
H 40.562 11.018 21.542
H 41.128 9.533 22.293
H 41.899 11.121 22.776
C 27.766 13.986 16.626
N 29.064 14.060 17.329
C 30.224 14.503 16.677
C 31.405 14.455 17.396
C 31.471 13.957 18.665
C 30.302 13.525 19.267
C 29.070 13.625 18.621
C 32.777 13.996 19.399
C 33.678 15.072 19.298
C 34.804 15.171 20.129
N 35.053 14.198 20.992
C 34.377 13.001 20.940
C 33.187 12.865 20.198
C 36.168 14.389 21.926
H 27.069 14.503 17.286
H 27.670 12.908 16.495
H 27.808 14.457 15.644
H 30.154 14.700 15.617
H 32.297 14.749 16.863
H 30.291 13.239 20.309
H 28.162 13.468 19.185
H 33.414 15.881 18.633
H 35.472 16.018 20.168
H 34.732 12.292 21.672
H 32.500 12.034 20.257
H 35.872 15.207 22.584
H 37.111 14.530 21.398
H 36.313 13.496 22.534
C 28.644 22.117 30.158
N 29.269 21.238 29.155
C 29.938 21.761 28.129
C 30.487 20.882 27.165
C 30.339 19.566 27.244
C 29.559 19.033 28.291
C 29.082 19.884 29.270
C 30.892 18.679 26.145
C 32.096 19.044 25.479
C 32.551 18.118 24.542
N 31.834 16.983 24.244
C 30.655 16.729 24.764
C 30.152 17.552 25.698
C 32.511 16.065 23.218
H 29.575 22.406 30.646
H 28.007 21.571 30.854
H 28.218 22.971 29.632
H 30.136 22.822 28.095
H 30.967 21.465 26.393
H 29.412 17.967 28.379
H 28.510 19.517 30.109
H 32.713 19.909 25.673
H 33.507 18.192 24.046
H 30.190 15.859 24.325
H 29.237 17.387 26.248
H 32.736 16.682 22.348
H 31.736 15.348 22.948
H 33.399 15.602 23.649
C 35.169 23.309 11.385
N 34.524 21.983 11.613
C 35.245 20.884 11.984
C 34.614 19.693 12.221
C 33.215 19.632 11.947
C 32.500 20.718 11.531
C 33.209 21.939 11.379
C 32.614 18.336 12.057
C 31.215 18.195 12.360
C 30.633 16.938 12.595
N 31.364 15.869 12.183
C 32.656 15.933 11.783
C 33.330 17.135 11.809
C 30.711 14.543 12.251
H 35.145 23.618 10.340
H 36.166 23.315 11.825
H 34.431 24.001 11.792
H 36.300 20.996 12.185
H 35.152 18.858 12.646
H 31.436 20.640 11.367
H 32.678 22.835 11.091
H 30.739 19.134 12.600
H 29.597 16.763 12.844
H 33.201 15.009 11.660
H 34.357 17.280 11.509
H 31.419 13.767 11.964
H 29.776 14.505 11.691
H 30.496 14.397 13.310
C 35.189 14.142 14.912
N 36.539 13.888 15.529
C 37.665 14.031 14.804
C 38.894 14.003 15.406
C 38.997 13.864 16.812
C 37.835 13.621 17.511
C 36.611 13.651 16.867
C 40.326 13.928 17.525
C 40.613 13.207 18.657
C 41.895 13.266 19.256
N 42.859 14.021 18.699
C 42.663 14.753 17.610
C 41.389 14.684 16.997
C 44.242 13.956 19.183
H 35.297 15.138 14.482
H 34.343 14.190 15.597
H 35.072 13.306 14.223
H 37.470 14.277 13.770
H 39.726 14.279 14.776
H 37.893 13.562 18.588
H 35.641 13.444 17.294
H 39.751 12.699 19.063
H 42.227 12.675 20.097
H 43.526 15.294 17.248
H 41.150 15.229 16.095
H 44.489 12.928 19.448
H 44.463 14.559 20.064
H 44.945 14.080 18.359
B 32.164 12.055 23.494
F 33.532 12.424 23.688
F 32.182 10.726 23.068
F 31.502 12.164 24.687
F 31.500 12.879 22.641
B 33.292 16.875 15.370
F 32.355 17.827 15.697
F 34.347 17.365 14.616
F 33.919 16.435 16.525
F 32.610 15.844 14.746
B 26.114 17.465 18.293
F 27.308 16.909 17.992
F 25.700 17.162 19.521
F 26.033 18.879 18.125
F 25.207 16.857 17.469
B 28.924 15.688 21.626
F 28.395 16.858 22.125
F 30.187 15.988 21.157
F 29.037 14.680 22.530
F 28.144 15.302 20.588
B 27.231 10.453 19.476
F 26.557 10.670 18.356
F 28.582 10.585 19.236
F 26.814 11.465 20.360
F 26.929 9.235 20.022
B 38.179 17.073 18.266
F 37.681 18.347 18.398
F 39.522 17.131 18.251
F 37.682 16.188 19.202
F 37.696 16.694 17.062
C 32.699 9.443 16.744
F 34.026 9.295 16.756
F 32.065 8.496 16.116
F 32.313 9.519 18.075
S 32.343 11.106 15.900
O 32.506 10.886 14.456
O 30.955 11.379 16.242
O 33.342 12.080 16.380
C 36.729 10.378 19.141
F 36.126 9.186 19.006
F 37.631 10.479 18.186
F 35.828 11.295 18.917
S 37.409 10.497 20.977
O 38.083 11.794 21.046
O 36.249 10.350 21.870
O 38.242 9.347 20.925
C 40.149 16.067 25.414
F 40.457 14.753 25.195
F 40.382 16.492 26.623
F 40.878 16.718 24.529
S 38.269 16.285 25.021
O 38.000 17.723 25.344
O 38.276 15.948 23.608
O 37.463 15.301 25.750
C 25.609 13.553 11.868
F 25.084 12.791 12.872
F 26.245 12.800 10.982
F 24.580 14.280 11.258
S 26.861 14.700 12.764
O 27.970 13.824 13.246
O 27.366 15.626 11.725
O 26.059 15.207 13.842
Cl 35.173 18.207 21.901
*
```